{
  "formula": "C11H27LiNO6",
  "method": "the ωB97M-V functional and the def2-TZVPD basis",
  "symbols": ["Li", "C", "O", "H", "H", "H", "C", "O", "H", "H", "H", "C", "C", "N", "C", "C", "C", "C", "C", "O", "C", "H", "H", "H", "H", "H", "H", "H", "H", "H", "H", "H", "H", "H", "H", "H", "H", "H", "H", "H", "H", "O", "C", "O", "O", "H"],
  "xyz": [[-0.01489, 1.32738, -2.71074], [-3.18496, 2.11137, -1.89234], [-2.05532, 1.43878, -2.34364], [-3.35466, 3.11941, -2.27072], [-4.02942, 1.43380, -2.01836], [-3.22158, 2.20613, -0.80708], [2.52418, 3.08373, -3.98045], [1.25679, 2.71420, -3.60653], [3.31641, 2.60494, -3.40491], [2.65958, 2.78861, -5.02097], [2.81725, 4.12522, -3.84814], [-1.00964, -3.30620, 0.95572], [-0.77137, -2.46123, 2.13984], [-0.03380, -1.07715, 2.03773], [0.05628, -0.38745, 3.44412], [1.43722, -1.24606, 1.37294], [2.17226, -2.42513, 2.00372], [-0.96166, -0.21760, 1.09215], [-0.55599, 1.29608, 1.01253], [0.78069, 1.61401, 0.67104], [0.98824, 2.82353, 0.02888], [-1.52824, -4.24141, 1.16673], [-0.19487, -3.57536, 0.28356], [-1.66063, -2.72692, 0.30093], [-0.19847, -3.01682, 2.88228], [-1.71304, -2.17321, 2.60716], [0.62160, -1.12186, 4.01785], [-0.93395, -0.16541, 3.84191], [0.64683, 0.50368, 3.23144], [1.91177, -0.27694, 1.52695], [1.25544, -1.44698, 0.31715], [3.16071, -2.61336, 1.58465], [1.68317, -3.39717, 1.94025], [2.36272, -2.22523, 3.05817], [-1.98844, -0.23907, 1.45733], [-0.98861, -0.60776, 0.07473], [-0.79699, 1.82323, 1.93564], [-1.32701, 1.79055, 0.42164], [1.84006, 3.33244, 0.47999], [0.14688, 3.43669, -0.29397], [1.39398, 2.46623, -0.91759], [-1.40105, -1.48162, -3.08699], [-0.22171, -1.61730, -2.47021], [0.40485, -0.65534, -2.09716], [0.24862, -2.76549, -2.30378], [-1.53913, -0.57179, -2.81360]],
  "nbo_charge": [0.91, -0.21, -1.05, 0.12, 0.12, 0.07, -0.20, -1.04, 0.09, 0.11, 0.09, -0.68, -0.19, -0.23, -0.40, -0.21, -0.65, -0.25, -0.09, -0.56, -0.29, 0.24, 0.28, 0.24, 0.20, 0.20, 0.21, 0.22, 0.24, 0.24, 0.29, 0.25, 0.22, 0.19, 0.21, 0.28, 0.14, 0.24, 0.17, 0.20, 0.23, -0.73, 0.93, -0.85, -0.83, 0.51],
  "total_energy_ev": -25823.109,
  "total_charge": -1,
  "spin_multiplicity": 1
}